The following is a DFT calculation (ωB97M-V/def2-TZVPD) of a single C18H25N3OS molecule.

Positions of all 48 atoms, in Å:
C 2.375 2.077 -2.210
C 2.953 1.824 -0.822
C 4.121 0.840 -0.881
C 4.852 0.665 0.450
C 4.012 0.101 1.598
C 3.456 -1.301 1.345
N 2.263 -1.266 0.534
C 2.075 -2.034 -0.544
O 2.852 -2.873 -0.953
C 0.760 -1.740 -1.268
S -0.720 -2.188 -0.308
C -0.966 -0.729 0.620
N -0.090 0.238 0.776
C -0.704 1.168 1.558
C -1.958 0.747 1.877
N -2.120 -0.476 1.279
C -3.316 -1.285 1.305
C -4.369 -0.694 0.399
C -5.473 -0.037 0.923
C -6.412 0.533 0.079
C -6.248 0.456 -1.293
C -5.145 -0.195 -1.821
C -4.210 -0.768 -0.979
H 2.060 1.141 -2.667
H 1.513 2.739 -2.152
H 3.118 2.536 -2.859
H 2.164 1.436 -0.178
H 3.300 2.769 -0.397
H 3.769 -0.128 -1.239
H 4.846 1.208 -1.613
H 5.248 1.635 0.764
H 5.704 0.000 0.287
H 3.182 0.775 1.821
H 4.647 0.058 2.486
H 4.186 -1.927 0.827
H 3.216 -1.772 2.307
H 1.546 -0.574 0.764
H 0.674 -0.680 -1.505
H 0.711 -2.344 -2.174
H -0.194 2.069 1.832
H -2.733 1.195 2.464
H -3.043 -2.290 0.971
H -3.681 -1.336 2.335
H -5.604 0.025 1.994
H -7.270 1.038 0.496
H -6.980 0.901 -1.950
H -5.015 -0.258 -2.891
H -3.351 -1.280 -1.387

Calculated values
2S+1 = 1
LUMO = 0.0231 hartree
E_tot = -1338.6255 hartree
SMILES string = CCCCCCNC(=O)CSc1nccn1Cc1ccccc1